ORCA calculation (ωB97M-V/def2-TZVPD) on a molecular structure, C14H42MnNO10 in a non-equilibrium geometry.

Structure (XYZ):
```
68
Properties=species:S:1:pos:R:3:forces:R:3
Mn 0.5559 -1.8864 3.5089 -0.5667 1.2472 -1.2626
N 0.2657 -0.8480 1.1973 -0.1224 -0.4329 0.2259
O 1.4023 -0.9641 1.7983 0.1512 -0.3570 0.6422
O -0.7281 -1.2819 1.8574 0.0272 -0.5377 0.7366
O 0.1594 -0.3884 0.1174 -0.0130 0.3609 -0.5135
C 2.9497 1.8080 -3.2161 -0.0524 0.3485 0.3472
C 2.1164 1.4632 -2.0010 -0.4156 0.3082 -0.3844
O 2.5555 0.2347 -1.4434 -0.0057 0.0242 -0.0090
H 4.0070 1.8773 -2.9609 0.0410 -0.2199 -0.0861
H 2.6541 2.7943 -3.5799 -0.0571 -0.0633 -0.0824
H 2.7717 1.0765 -4.0006 0.2167 -0.0450 -0.0553
H 1.0713 1.3983 -2.3397 0.0514 -0.1898 0.1454
H 2.1264 2.2681 -1.2549 0.2728 -0.0502 0.0058
H 1.8488 -0.0755 -0.8717 0.1096 -0.0627 0.0219
C -0.2538 -1.1786 -3.5572 -0.3803 0.1583 0.0231
C -1.2042 0.0044 -3.6986 -0.1609 -0.2284 0.1672
O -1.9618 -0.0661 -4.8968 0.0749 0.1251 -0.0246
H 0.2062 -1.1799 -2.5667 0.1541 0.0000 -0.0574
H 0.5121 -1.1521 -4.3297 0.0596 -0.0592 0.0410
H -0.8381 -2.0955 -3.6687 0.1305 -0.0739 0.0053
H -0.6600 0.9485 -3.7182 -0.0109 0.0200 -0.0646
H -1.8899 0.0317 -2.8407 0.1244 0.0921 0.0503
H -2.7221 -0.6302 -4.7346 -0.0139 -0.0364 -0.1083
C -0.3886 2.2230 3.7463 -0.1451 -0.2668 0.1086
C 0.6477 1.2017 4.1493 -0.2377 0.5180 0.4149
O -0.0308 -0.0933 4.4387 0.6163 -0.2652 0.0773
H 0.0957 3.1411 3.4210 0.0362 -0.0176 -0.1295
H -1.0345 2.4820 4.5879 0.0234 -0.0449 0.0085
H -1.0145 1.8187 2.9507 0.0563 0.1789 -0.1456
H 1.1377 1.4963 5.0771 0.1800 -0.0699 -0.0965
H 1.3963 1.0324 3.3818 -0.0833 -0.2757 -0.0706
H -0.5520 0.0533 5.2369 -0.1429 -0.1930 0.0125
C 5.6163 -0.4204 -0.1604 0.3223 0.3045 0.2628
C 4.6143 -0.6354 0.9347 -0.3281 -0.2235 0.2847
O 5.2795 -1.3038 2.0251 -0.1829 0.1325 -0.1719
H 5.9392 -1.3768 -0.5655 -0.0122 0.0292 -0.1554
H 6.4902 0.0843 0.2594 0.0088 -0.0631 -0.0423
H 5.2069 0.2237 -0.9342 -0.0982 -0.1844 -0.1322
H 3.7741 -1.2458 0.5872 0.1032 -0.0276 -0.1030
H 4.1757 0.3083 1.2849 0.1795 0.0663 -0.0477
H 4.6062 -1.5812 2.6502 0.0865 -0.0371 0.0636
C -0.0586 3.5898 0.2543 0.5293 -0.0575 0.2318
C -1.1609 2.6692 -0.2137 0.2380 0.0803 -0.7350
O -2.1321 3.4769 -0.8676 -0.1885 -0.0629 0.4836
H 0.7516 3.0570 0.7681 -0.2156 -0.1763 0.0383
H -0.4445 4.3477 0.9367 -0.0554 0.0402 -0.0797
H 0.4383 4.0817 -0.5819 -0.2795 0.1189 -0.0887
H -1.5638 2.0765 0.6162 -0.2280 0.1612 0.0333
H -0.7772 1.9638 -0.9616 0.1522 -0.1413 0.2329
H -2.9758 3.0144 -0.8826 -0.0182 -0.0177 -0.0883
C -2.3318 -4.1536 0.6463 -0.0697 0.0593 0.4808
C -1.4080 -3.7356 -0.4718 -0.0611 0.1456 0.0001
O -0.1116 -4.2622 -0.1852 0.0518 0.1254 0.1091
H -2.2457 -5.2152 0.8746 0.0195 -0.0330 -0.1652
H -3.3814 -3.9240 0.4635 0.0449 0.0163 -0.2404
H -2.0631 -3.5974 1.5521 0.0246 -0.0895 0.0210
H -1.3649 -2.6400 -0.4996 0.0362 -0.0556 -0.1796
H -1.7586 -4.0744 -1.4487 -0.0315 -0.1278 0.0527
H 0.3784 -4.3496 -1.0078 0.0497 0.0333 0.0114
C -3.5894 -0.5740 -0.0322 0.1098 -0.2988 -0.7004
C -4.5781 -0.2501 1.0507 -0.3635 -0.3178 0.2399
O -5.3958 0.8132 0.5879 0.1698 0.2753 0.0335
H -2.8659 0.2167 -0.2378 -0.0331 0.0617 0.2051
H -4.1421 -0.7435 -0.9621 -0.0338 0.1215 0.0603
H -3.0520 -1.5053 0.1457 0.0339 0.1156 0.2968
H -4.1116 -0.0078 2.0136 0.1778 0.1265 -0.1364
H -5.2027 -1.1362 1.2360 0.0449 0.0643 -0.0107
H -5.7568 1.2956 1.3360 -0.1014 -0.0558 -0.0078
```
Forces are in eV/Å.

Results
Relative energy (zero: lowest compared OMol25 entry of this formula, charge and spin) in eV: 2.377
HOMO (spin up / spin down) in eV: -12.06 / -12.06
Electronic energy in eV: -68472.13545
Spin multiplicity: 6
Total charge: +1
Lowest unoccupied orbital energy (spin up / spin down) in eV: -6.375 / -6.388
Expectation value of S²: 8.753

natural (NBO) charges, unit e, in atom order:
1. Mn 1.72
2. N 0.73
3. O -0.63
4. O -0.58
5. O -0.29
6. C -0.62
7. C -0.06
8. O -0.74
9. H 0.21
10. H 0.22
11. H 0.22
12. H 0.15
13. H 0.15
14. H 0.47
15. C -0.63
16. C -0.06
17. O -0.71
18. H 0.20
19. H 0.22
20. H 0.20
21. H 0.18
22. H 0.15
23. H 0.46
24. C -0.65
25. C -0.07
26. O -0.85
27. H 0.26
28. H 0.22
29. H 0.23
30. H 0.20
31. H 0.21
32. H 0.52
33. C -0.63
34. C -0.05
35. O -0.72
36. H 0.22
37. H 0.21
38. H 0.23
39. H 0.15
40. H 0.15
41. H 0.44
42. C -0.63
43. C -0.05
44. O -0.72
45. H 0.19
46. H 0.21
47. H 0.23
48. H 0.14
49. H 0.16
50. H 0.48
51. C -0.63
52. C -0.07
53. O -0.75
54. H 0.23
55. H 0.23
56. H 0.18
57. H 0.16
58. H 0.18
59. H 0.48
60. C -0.63
61. C -0.06
62. O -0.72
63. H 0.20
64. H 0.22
65. H 0.20
66. H 0.15
67. H 0.16
68. H 0.47